{
  "formula": "C17H34DyN2O4S2Si",
  "method": "ωB97M-V/def2-TZVPD",
  "homo_lumo_gap_ev": [5.84, 4.05],
  "charge": 3,
  "energy_ev": -82941.23721,
  "e_homo_ha": [-0.59760, -0.59749],
  "spin_multiplicity": 6,
  "fmax_ev_per_a": 5.91,
  "species": ["C", "C", "O", "O", "C", "C", "O", "C", "C", "N", "C", "C", "C", "S", "C", "S", "N", "C", "C", "O", "C", "C", "Si", "C", "C", "C", "H", "H", "H", "H", "H", "H", "H", "H", "H", "H", "H", "H", "H", "H", "H", "H", "H", "H", "H", "H", "H", "H", "H", "H", "H", "H", "H", "H", "H", "H", "H", "H", "H", "H", "Dy"],
  "xyz": [[1.095, -5.251, 0.174], [2.423, -4.291, 0.071], [3.054, -3.997, 1.240], [3.024, -3.757, -1.162], [2.049, -2.939, -1.933], [2.303, -1.298, -1.725], [1.703, -0.965, -0.433], [1.841, 0.449, -0.068], [1.285, 1.516, -1.197], [0.066, 1.049, -1.959], [0.926, 2.903, -0.396], [-0.536, 3.553, -0.745], [-1.756, 2.946, 0.224], [-3.387, 2.737, -0.702], [-3.705, 0.931, -1.124], [-3.404, 0.458, -2.758], [-4.165, -0.141, -0.159], [-4.016, 0.280, 1.293], [-4.448, -0.981, 2.263], [-5.782, -1.547, 1.953], [-5.879, -1.903, 0.520], [-5.638, -0.477, -0.319], [3.628, 0.912, 0.601], [4.099, -0.475, 1.876], [4.976, 0.943, -0.773], [3.684, 2.581, 1.557], [1.455, -6.357, 0.374], [0.403, -5.229, -0.771], [0.442, -4.815, 1.073], [0.929, -3.187, -1.698], [2.243, -3.210, -3.071], [1.815, -0.795, -2.661], [3.461, -1.160, -1.804], [1.136, 0.609, 0.883], [2.153, 1.797, -1.966], [-0.177, 1.664, -2.766], [-0.750, 0.838, -1.344], [1.737, 3.747, -0.627], [0.960, 2.780, 0.791], [-0.468, 4.705, -0.439], [-0.833, 3.543, -1.877], [-1.383, 1.929, 0.674], [-1.976, 3.753, 1.076], [-2.893, 0.562, 1.469], [-4.684, 1.202, 1.564], [-4.514, -0.535, 3.367], [-3.586, -1.781, 2.284], [-6.880, -2.438, 0.221], [-4.984, -2.607, 0.187], [-6.000, -0.546, -1.434], [-6.342, 0.321, 0.221], [3.807, -1.499, 1.363], [5.268, -0.526, 2.055], [3.471, -0.377, 2.859], [5.689, 0.008, -0.561], [5.695, 1.888, -0.718], [4.570, 0.777, -1.870], [2.889, 2.529, 2.414], [3.520, 3.522, 0.842], [4.766, 2.659, 2.046], [-4.380, 2.997, 1.522]],
  "atomic_forces_ev_per_a": [[-0.237, 0.644, 0.543], [1.874, 1.350, 0.264], [-2.348, -1.307, -5.268], [-2.840, -1.243, 4.912], [-1.124, 1.740, -2.113], [0.396, -2.189, -0.715], [0.768, 0.829, -1.655], [-1.569, 1.197, 0.247], [0.028, 0.874, 0.216], [0.754, -0.059, 0.417], [0.284, 1.192, 0.681], [0.155, 1.633, 0.461], [1.687, -0.134, 0.165], [1.386, -1.268, -2.330], [0.645, -3.206, -3.042], [-0.835, 1.522, 4.097], [-0.680, 3.767, 0.645], [0.816, -1.899, -0.391], [-0.216, 0.484, 1.240], [2.127, 0.557, -1.378], [1.216, 0.567, -1.398], [-2.109, -1.227, 0.185], [1.331, -0.012, 0.565], [-0.012, -1.118, -0.124], [1.446, -0.778, -0.939], [0.140, 0.824, 0.228], [-0.548, 2.314, -0.253], [1.864, 0.146, 1.543], [1.684, -1.161, -1.784], [2.233, 0.316, -0.176], [-0.218, 0.482, 2.516], [0.593, -0.742, 1.964], [-2.058, -0.019, 0.515], [1.217, -0.653, -1.924], [-2.015, -0.847, 1.518], [0.234, -0.751, 1.188], [1.064, 0.401, -0.868], [-1.878, -1.842, 0.451], [0.010, 0.122, -2.492], [-0.152, -2.501, -0.744], [0.514, -0.204, 2.308], [-0.909, 1.959, -0.657], [0.565, -1.569, -1.444], [-1.932, -0.413, 0.000], [0.071, -4.103, -0.389], [-0.026, -1.129, -2.360], [-1.730, 1.489, -0.441], [1.848, 1.386, 1.128], [-1.810, 1.326, 0.851], [1.158, 0.022, 2.163], [1.470, -1.364, -1.076], [0.533, 1.767, 1.038], [-2.536, 0.250, -0.099], [1.441, -0.267, -1.685], [-1.459, 1.931, -0.511], [-1.728, -1.942, -0.248], [0.934, 0.633, 2.134], [1.483, 0.462, -1.465], [0.347, -1.984, 1.799], [-2.362, -0.100, -1.021], [-0.983, 3.847, 3.010]],
  "lowdin_charge": [0.05, -0.11, 0.31, 0.00, -0.08, -0.14, -0.21, -0.32, -0.32, 0.01, -0.16, -0.20, -0.46, 0.70, -0.90, 0.79, -0.19, -0.26, -0.12, -0.17, -0.11, -0.13, 0.54, -0.20, -0.22, -0.23, 0.15, 0.12, 0.14, 0.14, 0.17, 0.14, 0.13, 0.13, 0.17, 0.09, 0.04, 0.14, 0.11, 0.14, 0.12, 0.10, 0.06, 0.13, -0.10, 0.16, 0.16, 0.17, 0.15, 0.15, 0.15, 0.02, 0.08, 0.06, 0.07, 0.08, 0.04, 0.05, 0.06, 0.08, 1.53]
}

---

{
  "formula": "C17H34F6N6O4PSTa",
  "method": "ωB97M-V/def2-TZVPD",
  "homo_lumo_gap_ev": 8.01,
  "charge": 2,
  "relative_energy_kcal_mol": 11.2,
  "energy_ev": -73284.28480,
  "e_homo_ha": -0.49823,
  "spin_multiplicity": 1,
  "fmax_ev_per_a": 1.98,
  "species": ["Ta", "O", "N", "C", "C", "C", "C", "C", "S", "H", "H", "H", "H", "N", "C", "C", "N", "H", "H", "H", "H", "H", "H", "H", "H", "H", "C", "N", "C", "P", "O", "N", "C", "C", "N", "C", "C", "H", "H", "H", "H", "H", "H", "H", "H", "H", "H", "H", "H", "H", "H", "H", "H", "H", "H", "O", "C", "C", "O", "C", "F", "F", "F", "C", "F", "F", "F", "H", "H", "H"],
  "xyz": [[0.790, 0.217, -0.377], [2.871, 0.131, -0.668], [3.687, -0.927, -0.727], [5.013, -0.687, -0.828], [5.881, -1.736, -0.917], [5.374, -3.040, -0.911], [4.021, -3.249, -0.820], [3.151, -2.158, -0.726], [1.450, -2.237, -0.596], [5.295, 0.354, -0.838], [6.940, -1.540, -0.993], [6.048, -3.883, -0.983], [3.597, -4.243, -0.819], [-2.311, 3.897, -3.574], [-2.447, 3.110, -2.292], [-1.212, 2.237, -2.124], [-1.162, 1.545, -0.837], [-3.102, 4.530, -3.716], [-2.252, 3.286, -4.393], [-1.458, 4.466, -3.554], [-3.380, 2.551, -2.343], [-2.512, 3.852, -1.496], [-0.313, 2.837, -2.213], [-1.183, 1.482, -2.916], [-1.960, 0.926, -0.716], [-1.111, 2.200, -0.059], [-1.874, -1.567, 3.837], [-1.070, -1.556, 2.612], [0.332, -1.968, 2.801], [-1.736, -1.748, 1.134], [-0.951, -1.065, -0.008], [-1.771, -3.338, 0.749], [-1.995, -4.359, 1.774], [-2.094, -3.764, -0.613], [-3.271, -1.135, 1.159], [-4.419, -2.002, 1.438], [-3.491, 0.262, 1.513], [-1.268, -1.153, 4.641], [-2.177, -2.576, 4.130], [-2.760, -0.948, 3.742], [0.784, -1.356, 3.580], [0.828, -1.770, 1.860], [0.415, -3.026, 3.060], [-1.419, -4.140, 2.669], [-1.651, -5.317, 1.386], [-3.048, -4.467, 2.046], [-1.727, -3.033, -1.329], [-3.169, -3.904, -0.761], [-1.598, -4.714, -0.811], [-4.368, -2.911, 0.846], [-5.327, -1.471, 1.153], [-4.502, -2.265, 2.496], [-2.624, 0.863, 1.248], [-3.658, 0.414, 2.583], [-4.372, 0.636, 0.987], [0.780, 0.510, 1.304], [3.287, 2.961, 0.267], [2.189, 3.120, -0.777], [1.325, 2.042, -0.885], [2.798, 3.368, -2.173], [3.564, 4.457, -2.202], [1.830, 3.521, -3.110], [3.535, 2.319, -2.548], [1.313, 4.327, -0.339], [0.688, 4.024, 0.808], [0.315, 4.611, -1.230], [2.003, 5.444, -0.168], [3.932, 2.133, -0.003], [2.835, 2.743, 1.233], [3.874, 3.875, 0.337]],
  "atomic_forces_ev_per_a": [[0.368, -0.212, 1.930], [-0.164, 0.067, -0.184], [-0.056, -0.003, -0.044], [-0.065, 0.007, 0.015], [0.018, -0.073, -0.005], [0.120, 0.049, -0.010], [-0.161, 0.031, 0.018], [0.351, 0.027, -0.052], [-0.543, -0.016, -0.258], [-0.016, 0.004, 0.003], [0.001, -0.007, 0.000], [-0.001, 0.001, 0.002], [0.007, -0.001, 0.000], [0.022, 0.028, -0.002], [0.147, 0.240, 0.116], [-0.099, -0.251, -0.254], [-0.096, -0.494, -0.312], [-0.001, -0.005, -0.002], [-0.006, -0.001, 0.003], [0.001, -0.003, 0.009], [0.007, -0.006, -0.050], [-0.038, -0.042, 0.029], [0.009, -0.040, -0.033], [-0.048, -0.001, 0.001], [-0.047, 0.044, 0.110], [0.006, 0.008, -0.007], [0.022, -0.025, 0.027], [0.052, -0.117, 0.018], [-0.386, 0.156, -0.267], [0.239, -0.130, -0.522], [-0.140, 0.624, 0.136], [-0.193, 0.004, 0.039], [-0.014, -0.040, 0.022], [0.048, 0.000, -0.051], [0.093, 0.060, 0.097], [-0.009, -0.040, 0.029], [0.019, 0.018, 0.018], [-0.003, 0.042, -0.020], [0.014, 0.000, 0.015], [-0.036, -0.030, -0.030], [-0.006, 0.024, -0.013], [0.383, -0.237, 0.224], [0.007, 0.016, 0.042], [-0.026, 0.024, 0.008], [0.042, 0.019, -0.004], [-0.004, -0.008, -0.021], [-0.018, 0.010, 0.004], [0.001, -0.010, 0.012], [0.020, 0.013, 0.000], [0.021, -0.019, 0.025], [0.011, -0.002, -0.034], [-0.013, 0.016, 0.000], [0.060, 0.019, 0.033], [-0.066, -0.038, -0.003], [0.036, 0.020, -0.053], [0.249, 0.021, -0.215], [0.034, 0.001, -0.012], [-0.228, 0.027, 0.149], [0.019, 0.215, -0.684], [0.077, -0.005, 0.008], [-0.072, -0.085, -0.027], [0.037, -0.020, -0.005], [-0.035, 0.097, 0.018], [0.074, 0.038, 0.036], [0.007, 0.013, -0.035], [0.014, 0.019, 0.000], [-0.044, -0.059, 0.017], [0.006, 0.023, -0.030], [-0.018, 0.005, -0.005], [0.012, -0.012, 0.036]],
  "lowdin_charge": [1.61, -0.31, -0.16, 0.02, -0.01, -0.02, -0.05, -0.61, 0.75, 0.14, 0.13, 0.13, 0.12, 0.21, -0.11, -0.23, -0.04, 0.18, 0.18, 0.18, 0.14, 0.14, 0.08, 0.14, 0.08, 0.11, -0.06, -0.28, -0.10, 0.57, -0.53, -0.29, -0.07, -0.08, -0.29, -0.07, -0.10, 0.10, 0.09, 0.06, 0.10, -0.01, 0.09, 0.06, 0.10, 0.09, 0.07, 0.09, 0.09, 0.07, 0.09, 0.09, 0.06, 0.09, 0.09, -0.41, 0.04, -0.39, -0.33, -0.55, 0.19, 0.13, 0.17, -0.54, 0.17, 0.11, 0.20, 0.07, 0.11, 0.11]
}